13
Properties=species:S:1:pos:R:3:forces:R:3 method="wB97M-V/def2-TZVPD" smiles="N[P@](=O)(Cl)CP(=O)(Cl)Cl" homo_energy_ev=-11.0 energy_ha=-2309.1840 gap_ev=11.48
N 1.4112 -0.8436 -1.6441 1.8 3.0 0.8
P 1.1549 -0.2685 -0.1455 -2.3 -0.7 0.2
O 2.2269 0.5349 0.3970 0.8 0.7 0.3
Cl 0.7194 -2.0080 0.8420 0.2 0.3 -0.2
C -0.5065 0.7047 -0.1922 1.8 1.0 -1.9
P -1.5949 0.3277 1.1547 1.8 -1.3 -0.1
O -2.2040 -0.9772 1.1309 -0.9 -1.3 -0.4
Cl -2.8551 1.7361 1.2968 -1.8 2.3 0.2
Cl -0.3894 0.4991 2.7131 0.4 0.5 0.9
H 2.1545 -0.3551 -2.1286 -0.2 -0.4 -0.2
H 0.9988 -1.6058 -2.0364 -1.2 -2.3 -1.2
H -0.1024 1.8235 -0.1961 -1.1 -2.3 0.0
H -1.0134 0.4321 -1.1917 0.7 0.6 1.6



15
Properties=species:S:1:pos:R:3:forces:R:3 method="wB97M-V/def2-TZVPD" smiles="CC(N)=O.CO" homo_energy_ev=-9.5 relative_energy_kcal_mol=21.7 energy_ha=-324.9380 gap_ev=10.29
C -1.0845 -1.7544 -0.8871 0.5 -1.3 0.4
C -0.8512 -0.2772 -0.8921 0.5 -0.1 -0.4
N -0.6494 0.2882 -2.1226 -0.3 0.3 -0.1
O -0.7249 0.3760 0.1209 -0.5 0.2 0.2
H -0.1948 -2.2753 -1.2603 0.1 0.3 -0.2
H -1.9064 -2.1477 -1.4879 -0.1 0.5 0.0
H -1.1702 -2.1398 0.1330 -0.3 0.4 -0.1
H -0.8350 1.2740 -2.1864 0.3 0.1 0.0
H -0.7017 -0.2198 -2.9863 -0.2 -0.3 0.1
C 1.3969 1.0007 2.2490 0.4 -0.1 0.5
O 1.7346 1.4905 0.9820 0.2 0.6 -0.6
H 2.3087 1.0599 2.8510 -0.2 0.2 0.1
H 0.5791 1.5424 2.7297 0.1 0.1 0.0
H 1.1431 -0.0509 2.2296 -0.3 -0.4 -0.2
H 0.9557 1.8334 0.5274 0.0 -0.4 0.2



33
Properties=species:S:1:pos:R:3:forces:R:3 method="wB97M-V/def2-TZVPD" smiles=O.O.O.O.O.O.O.O.O.O.O homo_energy_ev=-10.4 relative_energy_kcal_mol=50.8 energy_ha=-840.7992 gap_ev=10.24
O 2.0171 1.3846 0.6547 0.6 -0.6 0.7
H 1.9663 2.3005 0.9390 -0.1 0.0 0.3
H 2.4162 0.8634 1.4088 -0.9 1.0 -0.9
O -2.2592 -1.4287 -0.1236 2.2 -0.8 -0.6
H -2.5387 -1.4463 -1.0228 0.0 0.0 -1.3
H -3.0440 -1.3683 0.3413 -2.5 0.2 1.8
O 0.4999 -3.4074 0.1431 -1.3 -0.3 -0.7
H 0.4518 -2.4425 0.0348 0.6 0.2 0.1
H -0.3477 -3.6489 -0.2927 0.8 -0.3 0.7
O -0.4851 -2.0477 -2.8489 -0.1 1.2 -0.3
H -0.9734 -2.5068 -3.5177 -0.4 -0.3 -0.8
H -0.4520 -2.6577 -2.1368 0.4 -0.9 1.1
O -0.1393 2.3007 2.9581 1.2 0.1 -1.0
H -0.8970 2.2159 3.4843 -1.5 0.4 2.0
H -0.5130 1.7299 2.2692 0.7 -0.1 -0.8
O 0.1915 1.2100 -2.1725 -1.8 -0.2 -0.3
H 0.9588 1.6851 -1.8685 0.2 -0.3 0.2
H 0.1281 0.3692 -1.6775 0.9 0.5 -0.2
O -1.6731 0.8514 1.4043 -0.2 -0.4 0.1
H -1.9822 1.0484 0.5023 -0.2 0.2 0.0
H -1.6767 -0.1083 1.4133 0.1 0.1 0.3
O 1.8927 -0.0309 2.9700 1.1 2.6 1.1
H 2.7380 0.2876 3.4046 -1.5 -1.0 -0.6
H 1.9818 -0.9127 2.6958 0.7 -2.1 -0.2
O 2.9474 1.0629 -1.8532 0.3 -1.0 -0.2
H 2.9339 1.9528 -2.1458 0.4 1.3 -0.8
H 2.4575 1.1196 -1.0320 0.2 -0.4 0.9
O 0.3665 -0.7071 -0.1885 0.6 -0.6 -0.4
H 0.7321 -0.4094 0.6448 0.0 0.7 0.2
H -0.5658 -0.8500 -0.0477 -0.8 0.1 0.2
O -2.5234 1.3283 -1.0953 0.2 0.2 0.0
H -1.6130 1.3434 -1.4321 0.5 0.4 -0.3
H -2.9956 0.9189 -1.8126 -0.5 -0.1 -0.3



12
Properties=species:S:1:pos:R:3:forces:R:3 method="wB97M-V/def2-TZVPD" smiles=C[C@@]1(C#N)CN1 homo_energy_ev=-10.1 relative_energy_kcal_mol=38.2 energy_ha=-265.4748 gap_ev=11.03
C 1.4442 -0.2175 0.0978 0.0 0.0 0.1
C -0.0161 0.1873 -0.0040 0.1 0.0 0.0
C -0.2403 1.5849 -0.3371 -0.2 0.9 -0.1
N -0.4108 2.7291 -0.3912 0.2 -1.1 -0.2
C -1.0094 -0.8642 -0.3429 -0.1 -0.1 -0.3
N -1.0066 -0.2824 0.9896 0.0 0.0 0.2
H 1.8097 -0.4864 -0.9005 -0.1 0.1 0.2
H 1.5402 -1.0921 0.7461 -0.1 0.1 -0.1
H 2.0770 0.5851 0.4843 -0.2 -0.1 0.0
H -1.8178 -0.6809 -1.0431 0.0 0.1 0.2
H -0.6212 -1.8797 -0.3380 0.0 0.1 -0.2
H -1.7489 0.4170 1.0391 0.2 -0.1 0.2



16
Properties=species:S:1:pos:R:3:forces:R:3 method="wB97M-V/def2-TZVPD" smiles=C[C@]12C[C@H]1[C@H]1N[C@H]12 homo_energy_ev=-8.6 relative_energy_kcal_mol=80.5 energy_ha=-288.6538 gap_ev=9.67
C -1.1186 0.5272 1.5365 0.0 0.0 0.0
C -0.3886 0.0814 0.3035 -0.1 0.0 0.1
C -0.5100 -1.2708 -0.3056 -0.2 -0.1 -0.1
C 0.8386 -0.7855 0.1728 0.2 -0.1 0.1
C 1.4979 0.2748 -0.7541 0.3 0.0 0.1
N 0.7473 0.5301 -1.9559 -0.1 -0.1 -0.1
C 0.2611 1.0914 -0.7064 -0.1 0.3 0.1
H -0.5027 1.1837 2.1616 -0.1 0.0 -0.1
H -1.4068 -0.3415 2.1381 0.1 0.1 -0.1
H -2.0353 1.0679 1.2729 0.1 -0.1 0.0
H -0.9369 -2.0435 0.3278 0.0 0.2 0.0
H -0.8074 -1.3715 -1.3464 0.2 -0.2 0.1
H 1.3644 -1.3009 0.9702 -0.1 0.1 -0.2
H 2.5411 0.5723 -0.7022 -0.2 -0.1 0.0
H 0.2504 -0.2825 -2.3065 0.0 0.2 0.0
H 0.1171 2.1667 -0.6629 0.1 -0.2 0.1



12
Properties=species:S:1:pos:R:3:forces:R:3 method="wB97M-V/def2-TZVPD" total_charge=+3 homo_energy_ev="-24.9 / -24.7" spin_multiplicity=2 energy_ha=-2228.9616 gap_ev="6.82 / 5.62"
H 0.2692 -0.7413 -1.4144 -0.9 0.0 0.6
O -1.7325 1.4753 1.0302 2.7 -3.0 -2.2
C -0.7374 0.9055 0.3212 -4.3 5.2 0.2
C -0.8129 -0.4357 -0.0170 0.9 -1.0 0.6
C 0.4188 -0.7136 0.8065 1.8 -4.3 -1.9
C 1.5620 -0.9581 0.0882 0.7 3.1 0.8
O 1.5245 -0.8861 -1.2393 -5.8 -2.6 4.4
Ga 2.7895 -0.3459 -2.2286 4.9 1.5 -3.5
H -1.8640 2.3906 0.7636 0.2 1.4 0.5
H -0.0034 1.5780 -0.1297 0.2 0.1 0.3
H -1.6989 -0.9943 0.2882 -0.2 0.0 -0.1
H 0.2849 -1.2745 1.7313 -0.2 -0.4 0.3